Here is a 2-piece molecular cluster, C9H12NP overall at a distorted geometry from the OMol25 dataset. Energies are from the ωB97M-V functional and the def2-TZVPD basis.

Its HOMO energy (spin up / spin down) is -7.061 / -6.439 eV. The HOMO-LUMO gap (spin up / spin down) is 6.5 / 5.3 eV. Its total charge is 0. The spin multiplicity is 1. The energy relative to the best compared isomer or geometry (same formula, charge and spin) is 5.457 eV.

Geometry as XYZ:
```
23
C9H12NP, DFT the ωB97M-V functional and the def2-TZVPD basis
C 3.34462 0.42062 0.74205
C 3.50136 -0.79906 0.09150
C 2.21445 1.18417 0.49108
C 2.50892 -1.27056 -0.78617
C 1.16850 0.69146 -0.28453
C 1.31805 -0.49134 -1.01833
C 0.22088 -0.95676 -1.72711
C -1.87802 -0.54512 0.81450
C -3.83112 0.86696 0.34937
N -2.53802 0.31027 -0.08729
P -1.92918 0.75344 -1.56305
H 4.05526 0.78322 1.41764
H 4.21795 -1.53473 0.33973
H 2.08081 2.03346 1.17626
H 2.53687 -2.22486 -1.11714
H 0.55258 1.49287 -0.55213
H 0.09021 -1.04089 -2.79086
H -2.65204 -1.13904 1.39453
H -1.37574 -1.34823 0.24790
H -1.10055 -0.05992 1.43746
H -4.63907 0.15276 0.11768
H -3.89401 0.90678 1.48087
H -3.97273 1.81448 -0.17397
```

Here is one molecule with the formula C6H10O from the OMol25 dataset. Energies are from the ωB97M-V functional and the def2-TZVPD basis.

Its HOMO energy is -9.432 eV. Its SMILES is O[C@@H]1C=CCCC1. The HOMO-LUMO gap is 10.5 eV. Its total charge is 0. The spin multiplicity is 1. The energy relative to the best compared isomer or geometry (same formula, charge and spin) is 0.229 eV.

Geometry as XYZ:
```
17
C6H10O, DFT the ωB97M-V functional and the def2-TZVPD basis
O 2.37375 -0.96985 0.38950
C 1.24151 -0.39901 -0.25301
C -0.03236 -1.28735 -0.09254
C -1.32207 -0.52729 0.25270
C -1.36836 0.86038 -0.39807
C -0.15302 1.63727 0.03530
C 1.02943 1.03794 0.15452
H 2.18542 -1.01674 1.33715
H 1.51555 -0.37514 -1.31599
H 0.16665 -2.03992 0.68045
H -0.18473 -1.86236 -1.01192
H -1.39455 -0.38638 1.33796
H -2.19372 -1.12488 -0.03911
H -1.39128 0.76429 -1.49565
H -2.28496 1.38477 -0.11025
H -0.25339 2.68938 0.29475
H 1.91150 1.58946 0.47697
```

Here is a 7-piece molecular cluster, C38H43BF overall from the OMol25 dataset. Energies are from the ωB97M-V functional and the def2-TZVPD basis.

Its HOMO energy is -5.054 eV. The HOMO-LUMO gap is 7.0 eV. Its total charge is -1. The spin multiplicity is 1.

Geometry as XYZ:
```
83
C38H43BF, DFT the ωB97M-V functional and the def2-TZVPD basis
B 3.49083 1.14638 -4.94132
C 4.98969 1.88271 -4.70927
C 4.77922 3.33995 -4.75914
F 5.93495 4.12362 -4.49590
H 3.09345 0.69236 -3.87164
H 2.66981 1.99540 -5.29934
H 3.63614 0.26675 -5.77918
H 5.66899 1.56897 -5.49753
H 5.42974 1.61344 -3.75517
H 4.39423 3.59736 -5.73589
H 4.00344 3.59466 -4.04575
C 1.08064 1.10634 -1.47246
C -0.00724 0.53025 -2.11225
C -0.70789 -0.49960 -1.50059
C -0.32476 -0.95105 -0.24542
C 0.76077 -0.37273 0.39667
C 1.46613 0.65306 -0.21866
H 1.63201 1.89885 -1.95933
H -0.30215 0.88260 -3.09154
H -1.55472 -0.95241 -2.00193
H -0.87421 -1.75389 0.23394
H 1.05932 -0.72455 1.37795
H 2.31889 1.09812 0.27774
C -4.57755 -0.44085 3.77854
C -3.82565 0.23434 2.82677
C -2.46582 -0.01632 2.71085
C -1.86007 -0.94775 3.54183
C -2.61139 -1.62540 4.49165
C -3.97003 -1.36923 4.61273
H -5.63900 -0.24484 3.86791
H -4.29948 0.95531 2.17312
H -1.87698 0.50990 1.97014
H -0.79966 -1.14491 3.44677
H -2.13785 -2.35384 5.13787
H -4.55623 -1.89620 5.35519
C 2.00674 -3.20671 3.09218
C 2.70133 -3.63157 1.96854
C 3.91730 -4.28376 2.11229
C 4.43475 -4.51674 3.37894
C 3.73838 -4.09379 4.50227
C 2.52525 -3.43569 4.35885
H 1.05910 -2.69501 2.97949
H 2.29553 -3.45163 0.98120
H 4.46250 -4.60890 1.23590
H 5.38292 -5.02715 3.49024
H 4.14238 -4.27552 5.49017
H 1.98393 -3.10038 5.23470
C -6.55263 -2.51644 -2.78718
C -5.77516 -2.94998 -3.85190
C -4.41954 -3.18512 -3.67129
C -3.84338 -2.99299 -2.42379
C -4.62060 -2.56071 -1.35833
C -5.97491 -2.31996 -1.54071
H -7.60957 -2.32973 -2.92937
H -6.22581 -3.10289 -4.82423
H -3.81105 -3.51619 -4.50279
H -2.78625 -3.17817 -2.28164
H -4.16967 -2.40951 -0.38548
H -6.58016 -1.97817 -0.71070
C -9.22961 -1.36364 7.94793
C -8.47696 -0.68718 6.99858
C -7.11702 -0.93777 6.88327
C -6.51080 -1.86899 7.71456
C -7.26377 -2.54699 8.66258
C -8.62268 -2.29274 8.78101
H -10.29014 -1.16675 8.03867
H -8.95061 0.03622 6.34745
H -6.52867 -0.40586 6.14657
H -5.45011 -2.06560 7.62433
H -6.79070 -3.27418 9.30991
H -9.20928 -2.81914 9.52301
C 7.55732 7.29730 -6.15964
C 7.84227 5.94059 -6.23678
C 8.96410 5.51490 -6.93599
C 9.79950 6.43959 -7.54906
C 9.51277 7.79510 -7.46775
C 8.38934 8.22373 -6.77462
H 6.68218 7.63132 -5.61701
H 7.19157 5.21980 -5.75304
H 9.18585 4.45743 -7.00207
H 10.67508 6.10339 -8.09110
H 10.16445 8.51711 -7.94474
H 8.16211 9.28120 -6.71377
```

Here is C21H16N3PdSTe as an isolated structure at a distorted geometry from the OMol25 dataset. Energies are from the ωB97M-V functional and the def2-TZVPD basis.

Its HOMO energy (spin up / spin down) is -1.706 / -1.706 eV. The HOMO-LUMO gap (spin up / spin down) is 4.3 / 4.3 eV. Its total charge is -1. The spin multiplicity is 1. The energy relative to the best compared isomer or geometry (same formula, charge and spin) is 0.079 eV.

Geometry as XYZ:
```
43
C21H16N3PdSTe, DFT the ωB97M-V functional and the def2-TZVPD basis
Pd 1.17330 0.70935 -0.86382
C 2.97837 4.90172 -0.22958
C 2.10029 5.51011 0.65756
C 0.93903 4.84982 1.01474
C 0.69215 3.58582 0.47636
N 1.53628 3.01626 -0.37637
C 2.64812 3.65482 -0.72873
C -0.53227 2.79291 0.81923
C -1.49758 3.27767 1.69723
C -2.63317 2.53122 1.94290
C -2.77111 1.30825 1.30816
C -1.75258 0.87398 0.47127
N -0.65220 1.60065 0.22944
C -1.82143 -0.45430 -0.21782
C -2.58761 -1.50316 0.28598
C -2.58114 -2.70660 -0.39737
C -1.81401 -2.82527 -1.54371
C -1.07693 -1.72867 -1.96666
N -1.08425 -0.56536 -1.32436
H 3.90242 5.37734 -0.52791
H 2.31414 6.48704 1.07327
H 0.24551 5.31679 1.69755
H 3.27981 3.10689 -1.42411
H -1.37128 4.23368 2.18303
H -3.40194 2.89810 2.61039
H -3.66132 0.71325 1.44921
H -3.14516 -1.39688 1.20633
H -3.14221 -3.55067 -0.01618
H -1.75154 -3.75764 -2.08732
H -0.43028 -1.77327 -2.83649
S 2.41987 -1.08847 0.17332
C 1.61829 -2.63746 -0.09469
C 0.94966 -3.22958 0.98296
C 0.37501 -4.48241 0.86411
C 0.44484 -5.17724 -0.33950
C 1.09510 -4.59022 -1.41494
C 1.67344 -3.33538 -1.30207
H 0.88854 -2.68669 1.91871
H -0.13998 -4.91707 1.71318
H -0.00755 -6.15640 -0.43757
H 1.15916 -5.11721 -2.36052
H 2.17768 -2.86669 -2.13879
Te 3.24451 -0.19901 -2.14642
```

Here is a 2-piece molecular cluster, CHBrF2OS overall at a distorted geometry from the OMol25 dataset. Energies are from the ωB97M-V functional and the def2-TZVPD basis.

Its HOMO energy (spin up / spin down) is -9.167 / -9.229 eV. The HOMO-LUMO gap (spin up / spin down) is 8.8 / 7.9 eV. Its total charge is 0. The spin multiplicity is 1. The energy relative to the best compared isomer or geometry (same formula, charge and spin) is 2.560 eV.

Geometry as XYZ:
```
7
CHBrF2OS, DFT the ωB97M-V functional and the def2-TZVPD basis
C -0.22780 -0.78867 0.22858
O 2.91476 -2.19314 -0.73232
F -0.74963 -1.60834 -0.66979
F -0.70582 -1.03481 1.44646
S 2.58670 -1.40691 0.42796
Br 3.01951 0.71614 0.00768
H -0.21173 0.26134 -0.04971
```

Calculated molecular weight, 165.18 98.14 529.57 576.47 178.99 u (same order as the records).